The following is a quantum chemistry calculation of a cluster of 2 separate species, C4H6N4O3 in total in a non-equilibrium geometry, from the OMol25 dataset.

Properties
- SMILES string: O=[N+]([O-])O.Nc1ncccn1
- Energy relative to the best compared isomer or geometry (same formula, charge and spin): 1.3863 eV
- Total energy: -16344.21373 eV
- Maximum force: 0.0847 Eh/bohr
- Frontier orbital gap: 9.695 eV

```
17
Properties=species:S:1:pos:R:3:mulliken_charge:R:1
O -1.1966 -2.5900 1.9062 -0.5818
O 0.2138 -2.4328 0.2852 -0.5157
O 0.0318 -4.3364 1.2634 -0.5640
N -0.3620 -3.2112 1.2042 1.0049
N 1.7061 -0.2483 -1.1270 -0.3267
N -0.2693 0.0602 -0.0976 -0.3510
N 0.8010 1.8801 -1.2245 -0.6575
C -1.1529 0.8979 0.4223 -0.1638
C 0.7523 0.6191 -0.8111 0.5550
C -0.9419 2.2537 0.3272 -0.6537
C -0.0182 2.6855 -0.5611 -0.0495
H -0.3015 -1.4253 0.0839 0.6147
H 2.6216 -0.0879 -1.6381 0.2482
H -0.1323 3.6400 -0.9225 0.4449
H -1.9367 0.4543 0.9951 0.4382
H -1.5017 3.0133 0.7625 0.3998
H 1.6865 -1.1723 -0.8681 0.1582
```

The following is a quantum chemistry calculation of a structure of composition C4H6N5 in a non-equilibrium geometry, from the OMol25 dataset.

Properties
- Energy relative to the best compared isomer or geometry (same formula, charge and spin): 4.9898 eV
- Total charge: +1
- Total energy: -11683.26070 eV
- Maximum force: 0.1099 Eh/bohr
- Frontier orbital gap: 9.288 eV

```
15
Properties=species:S:1:pos:R:3:mulliken_charge:R:1
N 2.2586 0.6955 -0.0474 -0.4514
N -1.1031 1.4570 -0.2421 -0.6216
N -0.0075 0.9324 0.3950 0.4435
N 1.1566 -1.3866 -0.1998 -0.2279
N -0.1614 -0.4241 0.6917 -0.0963
C 2.1254 -0.6356 -0.3557 0.2546
C 1.2436 1.3958 0.2607 -0.0241
C -1.9138 0.5335 -0.5117 -0.0584
C -1.4899 -0.8065 0.1084 -0.4853
H 1.5185 2.3765 0.3038 0.4687
H -2.7892 0.7450 -1.1361 0.4306
H -0.0936 -0.8504 1.5779 0.3126
H -2.1302 -1.1146 0.8096 0.4151
H 2.8540 -1.2930 -0.9205 0.3659
H -1.4679 -1.6249 -0.7338 0.2740
```

The following is a quantum chemistry calculation of the ion C4H6NO with charge +1 in a non-equilibrium geometry, from the OMol25 dataset.

Properties
- Energy relative to the best compared isomer or geometry (same formula, charge and spin): 1.3239 eV
- Total charge: +1
- Total energy: -7773.57328 eV
- Maximum force: 0.0462 Eh/bohr
- Frontier orbital gap: 9.032 eV

```
12
Properties=species:S:1:pos:R:3:mulliken_charge:R:1
O -0.9019 3.6631 1.5841 -0.0195
N 0.4127 0.1523 -0.3278 -0.2638
C -0.0439 1.3185 1.7382 -0.4470
C -0.4540 0.3982 0.5196 -0.1071
C 0.2916 -0.7092 -1.4454 -0.6707
C -0.5229 2.6122 1.6985 0.6048
H 1.0544 1.3620 1.7314 0.2893
H 0.2497 -0.0795 -2.3356 0.2914
H 1.2095 -1.2928 -1.5162 0.2657
H -0.3676 0.7996 2.6499 0.3376
H -0.5839 -1.3598 -1.4071 0.3210
H -1.4739 0.0251 0.5908 0.3983
```

The following is a quantum chemistry calculation of the ion C4H6NO with charge +1 in a non-equilibrium geometry, from the OMol25 dataset.

Properties
- SMILES string: O=[N+]1C=CCC1
- Energy relative to the best compared isomer or geometry (same formula, charge and spin): 2.7760 eV
- Total charge: +1
- Total energy: -7772.12124 eV
- Maximum force: 0.0865 Eh/bohr
- Frontier orbital gap: 9.352 eV

```
12
Properties=species:S:1:pos:R:3:mulliken_charge:R:1
O 2.4365 -0.2780 0.0510 -0.3744
N 1.2635 -0.0488 -0.0376 0.6740
C 0.6469 1.1926 -0.0062 -0.2717
C -0.7024 1.0750 -0.0088 -0.2969
C -1.1301 -0.3853 0.0566 -0.2648
C 0.2267 -1.0618 -0.0423 -0.6048
H 0.2616 -1.9616 0.7132 0.3252
H -1.7038 -0.4815 -0.8531 0.3461
H -1.4577 1.9381 -0.0349 0.3845
H -1.5353 -0.3905 1.0669 0.3265
H 0.3900 -1.7133 -0.9197 0.3239
H 1.3040 2.1151 0.0150 0.4324
```

The following is a quantum chemistry calculation of the ion C4H6NO with charge +1 in a non-equilibrium geometry, from the OMol25 dataset.

Properties
- SMILES string: C=C([NH3+])C=C=O
- Energy relative to the best compared isomer or geometry (same formula, charge and spin): 1.3911 eV
- Total charge: +1
- Total energy: -7773.50611 eV
- Maximum force: 0.0985 Eh/bohr
- Frontier orbital gap: 9.391 eV

```
12
Properties=species:S:1:pos:R:3:mulliken_charge:R:1
O -3.8437 0.2898 0.1474 -0.3027
N 0.0044 1.2984 0.0230 -0.3821
C -0.2492 -0.3030 0.0146 0.7965
C -1.6141 -0.7457 -0.3133 -0.8817
C -2.8150 -0.2844 0.0495 0.6105
C 0.7012 -1.1437 0.1025 -0.8299
H 0.4966 -2.2108 -0.0038 0.2887
H -1.6233 -1.7112 -0.8381 0.3303
H 0.1478 1.7772 -0.9177 0.3796
H 1.8059 -0.8774 0.1903 0.2473
H -0.8248 1.6937 0.3654 0.3571
H 0.7163 1.6199 0.6727 0.3866
```

The following is a quantum chemistry calculation of the ion C4H6NO with charge +1 in a non-equilibrium geometry, from the OMol25 dataset.

Properties
- Energy relative to the best compared isomer or geometry (same formula, charge and spin): 1.6691 eV
- 2S+1: 3
- Total charge: +1
- Total energy: -7769.50279 eV
- Maximum force: 0.0956 Eh/bohr
- Frontier orbital gap (alpha / beta): 10.994 / 7.097 eV

```
12
Properties=species:S:1:pos:R:3:mulliken_spin:R:1
O -0.3438 0.4667 1.9387 0.4556
N 1.1237 0.8864 0.1667 0.4990
C 0.0987 0.2536 0.6101 0.1174
C -1.5788 -0.2514 1.7117 -0.0214
C 1.5254 0.6808 -1.1657 0.0097
C -1.2058 -0.5423 0.3270 0.6890
H 2.6100 0.5564 -1.2925 0.0577
H -1.5898 -1.2009 -0.5094 0.0061
H 0.8163 0.0589 -1.6997 -0.0020
H -2.5551 0.2864 1.8682 0.0543
H 1.4807 1.6693 -1.5166 0.0701
H -1.6183 -1.0265 2.6210 0.0644
```

The following is a quantum chemistry calculation of a structure of composition C4H6NO2S in a non-equilibrium geometry, from the OMol25 dataset.

Properties
- Energy relative to the best compared isomer or geometry (same formula, charge and spin): 4.0980 eV
- Total charge: -1
- Total energy: -20663.04921 eV
- Maximum force: 0.0964 Eh/bohr
- Frontier orbital gap: 7.568 eV

```
14
Properties=species:S:1:pos:R:3:mulliken_charge:R:1
S 1.6019 -1.3532 -0.9137 0.4381
O 2.0254 -1.8821 0.4151 -0.6008
O 0.3403 -2.0349 -1.3598 -0.6788
N -1.7775 1.3952 -0.3651 -0.6899
C 1.5529 1.5490 -0.2201 -0.6948
C 0.8636 0.4405 -0.4874 0.0002
C -1.2276 -0.7312 0.8084 -0.9740
C -1.0536 0.4611 0.0126 0.5293
H -2.7856 1.2225 -0.1582 0.2462
H 2.7044 1.5802 -0.5326 0.1486
H -1.0531 -1.6198 -0.0095 0.2502
H -2.1841 -0.9159 1.3562 0.3789
H 1.2406 2.4715 0.0873 0.3887
H -0.2475 -0.5829 1.3667 0.2581
```

The following is a quantum chemistry calculation of the ion C4H6NO3 with charge -1 in a non-equilibrium geometry, from the OMol25 dataset.

Properties
- SMILES string: CCC(=O)NC(=O)[O-]
- Energy relative to the best compared isomer or geometry (same formula, charge and spin): 0.1922 eV
- Total charge: -1
- Total energy: -11880.27683 eV
- Maximum force: 0.0395 Eh/bohr
- Frontier orbital gap: 8.677 eV

```
14
Properties=species:S:1:pos:R:3:mulliken_charge:R:1
O -0.8606 -1.5319 -0.3327 -0.6802
O -0.2149 2.3265 1.5490 -0.6917
O -0.9814 0.3324 2.3316 -0.6146
N 0.1115 0.5014 0.2054 -0.2329
C -0.4930 1.1439 1.5751 0.5266
C 1.6454 -1.4724 -2.0269 -1.0938
C 0.4777 -0.4791 -1.9823 -0.4466
C -0.1849 -0.5334 -0.5751 0.5670
H 2.0372 -1.5305 -3.0336 0.3161
H -0.2831 -0.7350 -2.7133 0.2768
H 0.7973 0.5409 -2.1778 0.2909
H 1.2577 -2.4487 -1.7414 0.2745
H 2.3971 -1.1224 -1.3299 0.3128
H 0.6752 1.2407 -0.1810 0.1951
```

The following is a quantum chemistry calculation of the ion C4H6NO3 with charge -1 in a non-equilibrium geometry, from the OMol25 dataset.

Properties
- SMILES string: C[C@@H](C=O)NC(=O)[O-]
- Energy relative to the best compared isomer or geometry (same formula, charge and spin): 1.2572 eV
- Total charge: -1
- Total energy: -11879.21185 eV
- Maximum force: 0.0400 Eh/bohr
- Frontier orbital gap: 7.794 eV

```
14
Properties=species:S:1:pos:R:3:mulliken_charge:R:1
O 2.1725 1.4310 1.2576 -0.7733
O 1.7163 0.8683 -0.8845 -0.7272
O -2.3003 -0.6340 -1.5771 -0.5352
N 0.1794 0.4536 0.7308 -0.2741
C -0.8131 -1.8719 0.7627 -1.2007
C -1.7154 -0.0403 -0.7048 -0.2056
C 1.4823 0.9664 0.3294 0.4666
C -0.4505 -0.5658 -0.0573 0.4083
H -1.8765 -1.7953 0.9770 0.3123
H -0.3887 -1.7150 1.7523 0.3696
H -0.1870 0.6027 1.6535 0.2162
H -2.0503 0.9545 -0.3348 0.3562
H -0.4348 -2.7294 0.2158 0.2691
H 0.1232 -0.8365 -0.9429 0.3178
```

The following is a quantum chemistry calculation of a cluster of 2 separate species, C4H6NO3 in total in a non-equilibrium geometry, from the OMol25 dataset.

Properties
- Energy relative to the best compared isomer or geometry (same formula, charge and spin): 4.5423 eV
- Total charge: -1
- Total energy: -11875.92672 eV
- Maximum force: 0.0740 Eh/bohr
- Frontier orbital gap: 5.972 eV

```
14
Properties=species:S:1:pos:R:3:mulliken_charge:R:1
O 2.6225 0.2282 -1.8638 -0.5765
O 3.1439 -1.1427 -0.1811 -0.6124
O -3.3132 -0.8502 0.1220 -0.7115
N -1.9426 0.9398 0.7597 -0.6863
C 2.4562 -0.3565 -0.8221 0.6829
C 0.6929 -0.5358 -0.4967 -0.4437
C -3.0814 0.2442 0.6763 -0.0037
C 1.2824 0.4556 0.2204 -0.2442
H 0.4782 -1.5710 -0.2834 0.3070
H 1.6040 0.2984 1.2272 0.2860
H 1.1958 1.4567 -0.1733 0.2541
H 0.0145 -0.1877 -1.2634 0.2986
H -3.9511 0.7527 1.1755 0.3417
H -1.2021 0.2683 0.9028 0.1080
```